Entry 1:
Entry from the Open Molecules 2025 dataset: the ion C6H15N with charge +1 in a non-equilibrium geometry (wB97M-V/def2-TZVPD).

* LUMO energy (spin up / spin down): -3.57 / -9.10 eV
* ⟨S²⟩: 0.755
* frontier orbital gap (spin up / spin down): 0.3850 / 0.1817 hartree

Structure (ORCA input):
```
! wB97M-V def2-TZVPD RIJCOSX def2/J DEFGRID3
* xyz 1 2
C 1.519 -1.731 -1.862
C 1.649 -0.292 -1.477
C 1.335 -0.152 -0.064
C -0.154 -0.380 0.396
C -1.053 0.855 0.131
C -1.405 1.641 1.395
N -2.583 0.867 2.032
H 0.535 -1.994 -2.122
H 1.950 -1.669 -2.850
H 1.931 -2.653 -1.311
H 2.661 0.075 -1.819
H 0.871 0.227 -2.006
H 1.846 -0.960 0.411
H 1.702 0.794 0.373
H -0.289 -0.942 1.298
H -0.434 -1.306 0.039
H -0.655 1.649 -0.571
H -2.112 0.470 -0.370
H -1.591 2.684 1.235
H -0.462 1.561 2.010
H -2.901 1.375 2.888
H -2.361 -0.120 2.246
*
```

---

Entry 2:
Entry from the Open Molecules 2025 dataset: a structure of composition CH3HgO2 in a non-equilibrium geometry (wB97M-V/def2-TZVPD).

* LUMO energy (spin up / spin down): -4.05 / -8.40 eV
* ⟨S²⟩: 2.007
* frontier orbital gap (spin up / spin down): 0.3775 / 0.2171 hartree

Structure (ORCA input):
```
! wB97M-V def2-TZVPD RIJCOSX def2/J DEFGRID3
* xyz 1 3
C 1.231 0.802 -0.806
O 0.397 -0.076 -0.762
H 1.262 1.602 -0.043
H 1.862 0.940 -1.703
H -0.320 -1.045 1.136
Hg -3.239 -0.931 0.611
O -1.194 -1.291 1.567
*
```

---

Entry 3:
Entry from the Open Molecules 2025 dataset: a cluster of 9 separate species, C10H28N8O20S in total in a non-equilibrium geometry (wB97M-V/def2-TZVPD).

* LUMO energy: -1.23 eV
* SMILES string: C[N+](=O)[O-].C[N+](=O)[O-].C[N+](=O)[O-].C[N+](=O)[O-].C[N+](=O)[O-].C[N+](=O)[O-].C[N+](=O)[O-].C[N+](=O)[O-].O=S1(=O)OCCO1
* frontier orbital gap: 0.3506 hartree

Structure (ORCA input):
```
! wB97M-V def2-TZVPD RIJCOSX def2/J DEFGRID3
* xyz 0 1
C -3.715 31.619 16.991
N -5.035 31.989 16.445
O -5.141 31.996 15.190
O -5.996 32.058 17.159
H -3.000 31.318 16.225
H -3.745 30.872 17.784
H -3.352 32.476 17.558
C -5.600 30.584 22.545
N -4.450 31.070 23.378
O -4.531 30.873 24.553
O -3.508 31.747 22.848
H -5.686 29.514 22.731
H -5.436 30.804 21.490
H -6.506 31.045 22.940
C -8.096 25.227 15.963
N -8.189 23.777 16.004
O -7.969 23.142 17.053
O -8.583 23.187 15.015
H -8.679 25.589 16.810
H -8.517 25.606 15.032
H -7.044 25.502 16.044
C -5.414 24.648 18.705
N -5.422 24.110 20.084
O -6.144 23.175 20.384
O -4.549 24.501 20.890
H -6.154 25.440 18.593
H -5.618 23.814 18.033
H -4.428 25.079 18.534
C -9.987 26.879 22.542
N -10.436 26.596 21.161
O -9.542 26.640 20.301
O -11.631 26.265 21.034
H -10.481 26.141 23.174
H -10.477 27.834 22.728
H -8.905 26.836 22.669
C -12.158 31.796 19.693
N -10.818 31.140 19.644
O -9.961 31.406 20.435
O -10.577 30.525 18.634
H -12.850 31.359 18.973
H -11.970 32.832 19.413
H -12.522 31.580 20.698
C -7.522 29.524 18.821
N -6.726 28.576 18.021
O -5.513 28.799 17.857
O -7.238 27.471 17.684
H -6.796 29.872 19.556
H -8.417 29.083 19.259
H -7.814 30.271 18.082
C -4.824 28.216 14.534
N -3.335 28.309 14.394
O -2.926 29.028 13.524
O -2.671 27.532 15.080
H -5.098 29.254 14.722
H -5.184 27.536 15.306
H -5.315 28.004 13.584
C -8.416 33.878 17.300
C -9.054 32.876 16.354
O -10.239 33.414 15.891
S -10.748 34.855 16.572
O -11.621 34.724 17.760
O -11.118 35.846 15.562
O -9.130 35.068 16.934
H -7.374 34.051 17.032
H -8.382 33.598 18.352
H -9.240 31.897 16.795
H -8.304 32.599 15.614
*
```

---

Entry 4:
Entry from the Open Molecules 2025 dataset: a structure of composition C43H79Br21Hg2N4O4 in a non-equilibrium geometry (wB97M-V/def2-TZVPD).

* LUMO energy: -0.62 eV
* frontier orbital gap: 0.2352 hartree

Structure (ORCA input):
```
! wB97M-V def2-TZVPD RIJCOSX def2/J DEFGRID3
* xyz 0 1
Hg 1.195 -2.819 0.898
Hg -1.281 0.024 0.426
C 2.799 1.119 -1.414
C 1.290 1.308 -0.901
C 0.792 2.643 -1.415
C 0.376 2.627 -2.886
C -0.662 1.494 -3.044
C -0.238 0.091 -2.578
N 0.398 0.208 -1.224
O 0.615 -1.005 -0.520
C 0.751 -0.558 -3.561
C -1.512 -0.695 -2.491
C 1.402 1.453 0.608
H 3.406 1.773 -0.794
H 2.820 1.345 -2.474
H 3.027 0.104 -1.083
H 1.553 3.409 -1.246
H -0.077 2.885 -0.793
H 1.229 2.260 -3.469
H -0.036 3.538 -3.308
H -1.065 1.517 -4.062
H -1.547 1.790 -2.472
H 0.932 -1.585 -3.243
H 1.730 -0.110 -3.731
H 0.246 -0.443 -4.526
H -2.331 -0.248 -1.937
H -1.399 -1.746 -2.196
H -1.893 -0.951 -3.489
H 2.026 0.643 1.000
H 0.475 1.458 1.189
H 1.968 2.335 0.922
C 0.537 -5.548 -1.001
C 2.016 -5.171 -1.352
C 1.859 -4.441 -2.722
C 3.209 -3.905 -3.152
C 3.767 -2.983 -2.036
C 3.867 -3.660 -0.612
N 2.544 -4.263 -0.343
O 2.449 -4.702 1.062
C 4.104 -2.454 0.287
C 5.097 -4.618 -0.709
C 2.788 -6.470 -1.547
H -0.076 -4.649 -0.906
H 0.591 -6.023 -0.022
H 0.218 -6.154 -1.844
H 1.044 -3.716 -2.721
H 1.542 -5.167 -3.479
H 3.186 -3.347 -4.096
H 3.831 -4.736 -3.493
H 3.293 -2.010 -1.944
H 4.822 -2.880 -2.305
H 3.919 -2.681 1.352
H 3.427 -1.594 0.242
H 5.162 -2.205 0.383
H 5.218 -4.986 -1.721
H 5.008 -5.479 -0.042
H 5.960 -4.092 -0.299
H 3.715 -6.288 -2.081
H 2.198 -7.081 -2.236
H 2.998 -7.080 -0.671
C -0.503 -1.273 4.815
C 0.403 -2.058 3.837
C 1.213 -3.114 4.572
C 0.294 -4.196 5.149
C -0.397 -4.900 3.958
C -1.224 -3.900 3.069
N -0.345 -2.749 2.760
O -0.855 -1.884 1.761
C -2.553 -3.609 3.818
C -1.444 -4.673 1.786
C 1.428 -1.048 3.290
H 0.058 -0.430 5.225
H -0.851 -1.905 5.626
H -1.351 -0.805 4.310
H 1.803 -2.691 5.386
H 1.873 -3.615 3.858
H -0.359 -3.772 5.912
H 0.878 -4.935 5.704
H -1.144 -5.584 4.362
H 0.398 -5.445 3.452
H -2.390 -3.016 4.717
H -3.089 -4.518 4.085
H -3.215 -2.983 3.216
H -0.603 -4.939 1.153
H -2.173 -4.136 1.168
H -1.946 -5.633 1.944
H 0.922 -0.175 2.866
H 2.060 -1.371 2.448
H 2.157 -0.656 3.999
C -4.087 3.414 2.221
C -3.019 2.328 2.344
C -3.056 1.745 3.753
C -4.197 0.738 4.039
C -4.308 -0.298 2.936
C -4.357 0.300 1.528
N -3.191 1.179 1.396
O -2.930 1.578 0.041
C -5.766 0.847 1.199
C -4.120 -0.957 0.635
C -1.616 2.930 2.155
H -4.440 3.607 1.203
H -3.632 4.361 2.523
H -5.000 3.257 2.794
H -3.176 2.556 4.477
H -2.153 1.194 4.030
H -5.144 1.272 4.176
H -4.092 0.205 4.987
H -5.275 -0.775 3.115
H -3.433 -0.950 2.973
H -5.920 1.695 1.868
H -6.608 0.162 1.277
H -5.793 1.248 0.184
H -4.990 -1.596 0.817
H -3.268 -1.608 0.870
H -4.131 -0.797 -0.446
H -0.886 2.315 2.678
H -1.658 3.918 2.623
H -1.397 3.248 1.137
C 2.022 1.472 -6.838
Br 3.280 0.152 -6.286
Br 0.541 0.672 -7.905
Br 2.774 2.941 -7.896
H 1.546 1.941 -5.985
C -0.565 5.225 -6.624
Br 1.028 6.303 -7.032
Br -0.885 3.863 -8.006
Br -2.208 6.370 -6.392
H -0.333 4.567 -5.798
C -5.367 2.961 -3.041
Br -4.277 1.364 -3.075
Br -7.202 2.273 -2.651
Br -5.335 3.969 -4.694
H -5.020 3.550 -2.202
C 1.763 6.632 2.651
Br 1.373 4.690 2.305
Br 3.125 6.808 4.039
Br 0.121 7.540 3.205
H 2.190 6.928 1.703
C 1.933 6.718 -3.449
Br 2.434 7.037 -1.589
Br -0.041 6.404 -3.571
Br 2.835 5.142 -4.214
H 2.157 7.578 -4.065
C -2.525 6.618 -0.392
Br -0.873 5.617 -0.381
Br -3.743 6.049 -1.886
Br -2.225 8.532 -0.343
H -3.084 6.303 0.479
C 6.423 2.165 2.123
Br 5.388 3.841 2.433
Br 8.101 2.541 1.238
Br 5.322 0.910 1.088
H 6.643 1.744 3.094
*
```

---

Entry 5:
Entry from the Open Molecules 2025 dataset: a cluster of 2 separate species, C9H9NS2 in total in a non-equilibrium geometry (wB97M-V/def2-TZVPD).

* LUMO energy: -0.73 eV
* frontier orbital gap: 0.2803 hartree

Structure (ORCA input):
```
! wB97M-V def2-TZVPD RIJCOSX def2/J DEFGRID3
* xyz 0 1
C 0.302 3.193 -0.350
C -1.197 -2.839 0.780
C -0.056 -2.358 1.408
C -1.675 -2.104 -0.296
C 0.518 -1.159 1.039
C -1.001 -0.945 -0.735
C 0.122 -0.460 -0.080
C -0.379 2.202 0.337
C 0.883 0.633 -0.603
N 0.835 4.054 -0.892
S 0.710 1.022 -2.356
S 2.480 0.928 0.206
H -1.717 -3.714 0.902
H 0.340 -2.938 2.343
H -2.529 -2.532 -0.691
H 1.319 -0.892 1.555
H -1.346 -0.502 -1.560
H -0.161 2.005 1.412
H -1.212 1.919 -0.126
H 1.303 2.235 -2.444
H 2.462 2.253 0.150
*
```

---

Entry 6:
Entry from the Open Molecules 2025 dataset: an isolated molecule of C5H7NO (wB97M-V/def2-TZVPD).

* LUMO energy: 0.90 eV
* frontier orbital gap: 0.3397 hartree

Structure (ORCA input):
```
! wB97M-V def2-TZVPD RIJCOSX def2/J DEFGRID3
* xyz 0 1
O 0.069 -2.468 0.276
C 0.777 -1.477 0.167
C -0.210 0.232 1.108
C 0.565 -0.514 -1.019
N -0.273 0.580 -0.481
C 0.293 1.496 0.549
C -1.466 0.220 0.336
H 1.702 -1.325 0.748
H 1.486 -0.076 -1.416
H 0.030 -1.023 -1.823
H 1.375 1.633 0.484
H -0.279 2.425 0.607
H -2.173 1.051 0.373
H -1.896 -0.754 0.092
*
```

---

Entry 7:
Entry from the Open Molecules 2025 dataset: a structure of composition C34H49MnN2O3PS (wB97M-V/def2-TZVPD).

* LUMO energy (spin up / spin down): -3.33 / -3.08 eV
* ⟨S²⟩: 6.046
* frontier orbital gap (spin up / spin down): 0.2727 / 0.2866 hartree

Structure (ORCA input):
```
! wB97M-V def2-TZVPD RIJCOSX def2/J DEFGRID3
* xyz 1 5
Mn 1.341 1.892 0.521
O 1.551 1.875 2.313
C 0.717 2.232 3.298
C 1.037 1.880 4.605
C 0.199 2.228 5.647
C -0.979 2.942 5.418
C -1.293 3.302 4.129
C -0.459 2.958 3.055
C -0.844 3.384 1.731
N -0.182 3.136 0.671
N -0.692 3.582 -0.558
C 0.029 3.088 -1.501
O 1.087 2.309 -1.260
C -0.297 3.374 -2.910
C 0.320 2.640 -3.919
C -0.011 2.875 -5.246
C -0.950 3.848 -5.563
C -1.556 4.588 -4.555
C -1.235 4.352 -3.230
H 1.953 1.328 4.776
H 0.464 1.941 6.657
H -1.629 3.210 6.239
H -2.199 3.863 3.925
H -1.762 3.955 1.606
H 1.056 1.892 -3.656
H 0.466 2.304 -6.033
H -1.209 4.032 -6.599
H -2.280 5.353 -4.807
H -1.701 4.919 -2.433
O 0.202 0.227 0.382
P 0.032 -1.222 -0.069
C -0.933 -2.054 1.226
C -2.106 -1.150 1.715
C -3.464 -1.719 1.313
C -3.701 -3.090 1.960
C -2.407 -3.924 2.028
C -1.405 -3.501 0.953
C -0.694 -1.112 -1.726
C -1.031 -2.423 -2.496
C -2.535 -2.577 -2.719
C -3.108 -1.405 -3.529
C -2.457 -0.058 -3.149
C -1.862 -0.103 -1.745
C 1.678 -1.983 -0.223
C 2.582 -1.491 0.930
C 3.918 -2.232 0.902
C 3.730 -3.738 1.177
C 2.292 -4.190 0.898
C 1.751 -3.531 -0.371
H -0.185 -2.084 2.027
H -1.980 -0.128 1.358
H -2.064 -1.093 2.805
H -3.517 -1.810 0.226
H -4.257 -1.027 1.599
H -4.467 -3.630 1.400
H -4.095 -2.951 2.969
H -2.633 -4.985 1.927
H -1.930 -3.802 3.006
H -1.877 -3.580 -0.030
H -0.558 -4.181 0.958
H 0.141 -0.617 -2.236
H -0.639 -3.303 -1.997
H -0.538 -2.392 -3.471
H -3.042 -2.648 -1.754
H -2.733 -3.518 -3.234
H -4.188 -1.356 -3.373
H -2.958 -1.595 -4.594
H -3.185 0.750 -3.220
H -1.655 0.189 -3.854
H -2.637 -0.385 -1.027
H -1.499 0.879 -1.446
H 2.055 -1.526 -1.145
H 2.097 -1.645 1.899
H 2.748 -0.420 0.842
H 4.599 -1.797 1.633
H 4.376 -2.081 -0.080
H 3.995 -3.972 2.209
H 4.412 -4.311 0.544
H 1.646 -3.940 1.747
H 2.258 -5.275 0.796
H 0.788 -3.959 -0.627
H 2.416 -3.774 -1.203
C 3.606 4.007 -0.258
S 3.791 2.223 -0.036
C 4.746 2.183 1.484
H 4.588 4.444 -0.427
H 3.140 4.457 0.617
H 2.983 4.159 -1.136
H 4.166 2.587 2.312
H 5.657 2.757 1.330
H 5.002 1.144 1.683
*
```

---

Entry 8:
Entry from the Open Molecules 2025 dataset: an isolated molecule of C12H14ClN5O in a non-equilibrium geometry (wB97M-V/def2-TZVPD).

* LUMO energy: 0.69 eV
* SMILES string: Cc1[nH]c(C(=O)NC/C=C/c2c[nH]c(N)n2)cc1Cl
* frontier orbital gap: 0.3054 hartree

Structure (ORCA input):
```
! wB97M-V def2-TZVPD RIJCOSX def2/J DEFGRID3
* xyz 0 1
O -1.177 0.301 -1.958
Cl -6.046 1.201 1.984
N 4.123 -1.414 1.379
C -1.455 0.679 -0.841
C 4.918 -2.439 1.522
C -3.385 1.148 0.812
C -4.831 1.489 0.693
C 3.588 -1.532 0.136
C 4.060 -2.704 -0.449
C -2.784 1.088 -0.415
C -4.914 1.677 -0.649
C 2.759 -0.514 -0.514
C 1.990 0.385 0.227
N 5.751 -2.694 2.623
N 4.967 -3.233 0.479
N -3.742 1.533 -1.283
N -0.409 0.957 0.016
C -6.113 1.986 -1.470
C 0.965 1.254 -0.509
H -2.921 0.936 1.781
H 3.923 -3.059 -1.431
H 2.920 -0.476 -1.576
H 2.053 0.578 1.338
H 6.145 -3.651 2.682
H 5.223 -2.388 3.444
H 5.811 -3.820 0.277
H -3.530 1.697 -2.308
H -0.758 1.275 0.851
H -6.205 3.053 -1.776
H -6.210 1.407 -2.358
H -6.968 1.745 -0.785
H 1.022 1.239 -1.612
H 1.231 2.297 -0.310
*
```

---

Entry 9:
Entry from the Open Molecules 2025 dataset: a structure of composition C3H5DyLiO4 in a non-equilibrium geometry (wB97M-V/def2-TZVPD).

* LUMO energy (spin up / spin down): -15.16 / -20.65 eV
* ⟨S²⟩: 12.988
* frontier orbital gap (spin up / spin down): 0.4071 / 0.1022 hartree

Structure (ORCA input):
```
! wB97M-V def2-TZVPD RIJCOSX def2/J DEFGRID3
* xyz 4 7
O 0.676 -0.514 -0.297
C 2.048 -0.240 -0.371
C -0.183 0.385 -0.601
O 2.787 -1.213 -0.112
O 2.460 0.863 -0.717
C -1.574 0.159 -0.345
Dy 5.000 0.179 -0.601
H 0.197 1.310 -1.055
H -1.803 0.974 0.401
H -1.811 -0.872 -0.071
H -2.135 0.499 -1.235
Li 2.540 -3.064 0.348
O -4.008 1.177 2.079
H -4.192 0.357 2.576
*
```